[1]
A molecular structure, C9H4AuCl2N2O3Pr in a non-equilibrium geometry, computed with ωB97M-V/def2-TZVPD.

Calculated values
Total charge: +4
Multiplicity: 5
Energy in eV: -61276.61202
Largest force on an atom in eV Å⁻¹: 7.94
E_LUMO (alpha / beta) in eV: -15.52 / -18.87
E_HOMO (alpha / beta) in eV: -20.9 / -21.4
Energy relative to the best compared isomer or geometry (same formula, charge and spin) in kJ/mol: 0.00
Frontier orbital gap (alpha / beta) in eV: 5.39 / 2.51

Positions of all 22 atoms, in Å:
1 Au -6.6064 0.9995 -1.9635
2 Pr 0.4915 1.4970 -0.0406
3 Cl -5.0006 -0.5621 -2.2582
4 Cl -0.0311 2.2504 2.2691
5 C 2.1990 3.1969 -0.0818
6 C -8.4718 0.9835 -2.8055
7 C -7.2901 2.6761 -1.1701
8 O 2.9562 4.0418 0.1363
9 O -9.3096 0.5556 -3.4604
10 O -7.7441 3.6351 -0.7096
11 N 5.2609 -4.3161 1.4183
12 C 4.5804 -3.3790 1.2373
13 C 3.7318 -2.2423 0.9948
14 C 3.0141 -1.6844 2.0436
15 C 2.1957 -0.5869 1.7825
16 N 2.0930 -0.0976 0.5032
17 C 2.7875 -0.6549 -0.5377
18 C 3.6263 -1.7493 -0.3056
19 H 3.0740 -2.0891 3.0745
20 H 1.6123 -0.0661 2.5296
21 H 2.6530 -0.2030 -1.5146
22 H 4.1780 -2.2048 -1.1415

Charges obtained by Mulliken population analysis, quoted in units of e:
1. Au 0.6789
2. Pr 1.6124
3. Cl -0.2828
4. Cl -0.2041
5. C 0.2578
6. C 0.2056
7. C 0.5129
8. O 0.0420
9. O 0.0023
10. O -0.1130
11. N -0.0968
12. C -0.5110
13. C 0.7979
14. C -0.3698
15. C 0.0463
16. N -0.4112
17. C -0.0016
18. C -0.3387
19. H 0.5475
20. H 0.5110
21. H 0.5684
22. H 0.5461

***

[2]
A molecular structure, C9H4NO8Zr in a non-equilibrium geometry, computed with ωB97M-V/def2-TZVPD.

Calculated values
Total charge: +1
Energy in eV: -28546.55635
Largest force on an atom in eV Å⁻¹: 1.31
E_LUMO in eV: -5.71
E_HOMO in eV: -14.0
Energy relative to the best compared isomer or geometry (same formula, charge and spin) in kJ/mol: 11.91
Frontier orbital gap in eV: 8.27

Positions of all 23 atoms, in Å:
1 Zr 0.0705 0.2864 1.6361
2 O 1.0895 2.7248 -1.7347
3 C 0.5557 1.9114 -0.8826
4 O 0.7092 1.9943 0.3452
5 C -0.2947 0.8192 -1.4431
6 C -0.6746 0.5961 -2.7420
7 C -1.5186 -0.5020 -2.9731
8 C -1.9408 -1.3104 -1.9308
9 C -1.5018 -1.0046 -0.6483
10 N -0.7133 0.0356 -0.4513
11 C -1.8562 -1.7475 0.6249
12 O -2.5217 -2.7279 0.6206
13 O -1.3103 -1.1375 1.7102
14 H 1.6189 3.3954 -1.2709
15 H -0.3402 1.2370 -3.5459
16 H -1.8453 -0.7119 -3.9833
17 H -2.5927 -2.1598 -2.0848
18 O 3.5383 -1.3676 2.6747
19 C 2.5540 -0.7415 2.6138
20 O 1.7145 -0.6723 1.4753
21 C 1.9795 0.1260 3.7774
22 O 2.4976 0.2334 4.8224
23 O 0.7825 0.7233 3.3900

Charges obtained by Mulliken population analysis, quoted in units of e:
1. Zr 2.2375
2. O -0.3589
3. C 0.6433
4. O -0.7032
5. C 0.3330
6. C -0.4777
7. C -0.3041
8. C -0.6509
9. C 0.5304
10. N -0.3505
11. C 0.3915
12. O -0.4713
13. O -0.7712
14. H 0.4202
15. H 0.5368
16. H 0.4660
17. H 0.5135
18. O -0.3784
19. C 0.5177
20. O -0.6367
21. C 0.5775
22. O -0.3843
23. O -0.6803

***

[3]
20 unconnected molecules or ions with the total composition C9H53FNO22P2 in a non-equilibrium geometry, computed with ωB97M-V/def2-TZVPD.

Calculated values
Total charge: -1
Energy in eV: -78021.60070
Largest force on an atom in eV Å⁻¹: 4.37
E_LUMO in eV: 1.85
E_HOMO in eV: -4.2
Energy relative to the best compared isomer or geometry (same formula, charge and spin) in kJ/mol: 265.81
Frontier orbital gap in eV: 6.01

Positions of all 88 atoms, in Å:
1 O -6.1673 -0.4679 -1.5937
2 P -4.8345 0.2635 -1.5943
3 C -3.6388 -0.5636 -0.4067
4 C -3.2132 0.2688 0.8824
5 C -2.5326 1.5430 0.6879
6 C -2.0736 2.4318 1.7528
7 C -2.3418 1.8675 3.0996
8 C -2.9918 0.5773 3.1331
9 N -3.4396 -0.2068 2.1300
10 C -4.1925 -1.9894 0.1153
11 O -3.0817 -2.7540 0.6171
12 P -1.7508 -2.5029 -0.4840
13 C -0.5563 -1.9210 0.8999
14 C 0.8381 -1.3628 0.3798
15 F 1.6212 -1.0274 1.5842
16 O -2.3401 -0.9105 -0.9399
17 H -4.3117 0.3313 -2.9280
18 H -5.0973 1.5872 -1.0969
19 H -2.3518 1.8719 -0.3649
20 H -1.5644 3.3938 1.5872
21 H -2.0127 2.4247 4.0321
22 H -3.1496 0.1595 4.1637
23 H -4.4482 -2.5611 -0.8295
24 H -5.1255 -1.9724 0.7233
25 H -1.2568 -3.8379 -0.1458
26 H -0.6356 -2.1828 -1.3794
27 H -2.4327 -3.0711 -1.6231
28 H -0.3352 -2.8481 1.5454
29 H -0.9744 -1.1559 1.6047
30 H 0.7379 -0.4266 -0.2194
31 H 1.3780 -2.1899 -0.1399
32 O 0.1054 -0.6588 3.9810
33 H 0.0578 -1.4394 4.5480
34 H 0.9445 -0.7604 3.5150
35 O -3.1726 5.3591 1.5532
36 H -3.9806 5.1600 2.0402
37 H -3.3167 6.2490 1.2108
38 O -1.3506 1.4915 -2.2703
39 H -1.4072 0.6995 -1.7070
40 H -0.5132 1.3896 -2.7346
41 O -2.2260 2.7698 6.3983
42 H -2.5680 2.9502 7.2847
43 H -1.2750 2.6620 6.5350
44 O -0.8267 -4.0203 -2.8608
45 H -1.1524 -4.8836 -3.1401
46 H -0.0535 -4.2219 -2.3227
47 O -0.4692 5.1892 0.2389
48 H -1.2798 4.9875 0.7278
49 H -0.6166 6.0770 -0.1036
50 O 3.7204 -1.0234 -0.4978
51 H 3.3657 -0.8377 0.3841
52 H 4.6689 -1.1297 -0.3522
53 O -5.1540 1.7232 7.1422
54 H -5.2028 0.9413 7.7032
55 H -4.3089 1.6296 6.6834
56 O 5.5134 -0.8847 -2.9205
57 H 4.7851 -1.1395 -2.3397
58 H 5.2008 -0.0752 -3.3458
59 O -1.4800 5.5443 6.7417
60 H -1.8009 4.6596 6.5066
61 H -2.2837 6.0594 6.8699
62 O 6.0062 0.5449 -5.4932
63 H 5.6973 -0.3245 -5.7785
64 H 6.7860 0.3511 -4.9539
65 O 1.3116 -4.2743 1.4822
66 H 1.9480 -4.9170 1.8223
67 H 1.7424 -3.4186 1.6103
68 O 4.7772 1.5052 0.8866
69 H 3.8882 1.3335 0.5521
70 H 4.8300 2.4664 0.9286
71 O 6.2328 1.3304 -8.5042
72 H 6.7683 2.1213 -8.6259
73 H 6.2701 1.1652 -7.5511
74 O 1.3266 -7.1483 0.7789
75 H 0.5127 -7.3194 1.2656
76 H 1.1938 -6.2656 0.4061
77 O 8.0382 1.0590 -3.1254
78 H 7.5591 0.3036 -2.7557
79 H 7.8099 1.7887 -2.5390
80 O -4.6471 1.1949 -5.3724
81 H -5.5372 1.0364 -5.7068
82 H -4.5852 2.1551 -5.3157
83 O 5.0425 -0.8530 -10.6790
84 H 5.3702 -0.2669 -9.9845
85 H 5.8018 -1.4033 -10.8981
86 O 1.1932 -2.8088 5.5472
87 H 1.9767 -2.8814 6.1032
88 H 1.0383 -3.7097 5.2383

Charges obtained by Mulliken population analysis, quoted in units of e:
1. O -0.7315
2. P 0.4923
3. C 0.9213
4. C 0.2852
5. C 0.0322
6. C -1.0492
7. C -0.3121
8. C -0.2817
9. N -0.2258
10. C -0.8780
11. O -0.5879
12. P 0.1990
13. C 0.0265
14. C -0.6958
15. F -0.4705
16. O -0.2997
17. H 0.0894
18. H 0.0036
19. H 0.1887
20. H 0.2359
21. H 0.3368
22. H 0.2621
23. H 0.5185
24. H 0.3663
25. H -0.2275
26. H -0.1201
27. H 0.1063
28. H 0.3731
29. H -0.2321
30. H 0.3031
31. H 0.4731
32. O -0.4855
33. H 0.2873
34. H 0.2154
35. O -0.5648
36. H 0.2757
37. H 0.2548
38. O -0.6654
39. H 0.3083
40. H 0.2898
41. O -0.7623
42. H 0.3527
43. H 0.3225
44. O -0.6042
45. H 0.2839
46. H 0.2933
47. O -0.6126
48. H 0.4175
49. H 0.2753
50. O -0.5734
51. H 0.1668
52. H 0.3702
53. O -0.6402
54. H 0.3150
55. H 0.3155
56. O -0.6355
57. H 0.3361
58. H 0.3471
59. O -0.6439
60. H 0.3990
61. H 0.3168
62. O -0.7187
63. H 0.3274
64. H 0.3291
65. O -0.6181
66. H 0.3369
67. H 0.2614
68. O -0.6235
69. H 0.3362
70. H 0.3053
71. O -0.6178
72. H 0.3005
73. H 0.3611
74. O -0.6694
75. H 0.3278
76. H 0.3259
77. O -0.6599
78. H 0.3504
79. H 0.3170
80. O -0.6335
81. H 0.3136
82. H 0.3122
83. O -0.6429
84. H 0.3351
85. H 0.3071
86. O -0.6062
87. H 0.2791
88. H 0.3074

***

[4]
21 unconnected molecules or ions with the total composition C9H58NO21 in a non-equilibrium geometry, computed with ωB97M-V/def2-TZVPD.

Calculated values
Total charge: -1
Energy in eV: -54764.12988
Largest force on an atom in eV Å⁻¹: 2.19
E_LUMO in eV: 1.50
E_HOMO in eV: -3.8
Energy relative to the best compared isomer or geometry (same formula, charge and spin) in kJ/mol: 41.75
Frontier orbital gap in eV: 5.33

Positions of all 89 atoms, in Å:
1 C -2.5364 -0.3434 1.4350
2 C -1.8714 -0.0110 0.0947
3 C -1.0683 1.2869 0.2549
4 C 0.2877 1.1278 0.9071
5 C 1.0955 -0.0459 0.3363
6 C 0.2715 -1.3436 0.1286
7 N -0.9921 -1.0087 -0.5103
8 O -1.6676 -2.1734 -0.8094
9 C 0.1463 -2.0153 1.4909
10 C 1.1622 -2.1540 -0.8069
11 C -2.9650 0.2877 -0.9092
12 H -1.9588 -0.2885 2.3604
13 H -3.0873 -1.2868 1.4264
14 H -3.2883 0.4467 1.5818
15 H -1.6468 1.9986 0.8592
16 H -0.9194 1.7131 -0.7459
17 H 0.1341 0.9073 1.9806
18 H 0.8740 2.0499 0.8692
19 H 1.8632 -0.2331 1.0919
20 H 1.4749 0.3358 -0.6127
21 H -0.5207 -2.8777 1.4380
22 H -0.2742 -1.3088 2.2018
23 H 1.1156 -2.3573 1.8624
24 H 2.1697 -2.2733 -0.4037
25 H 1.1871 -1.7637 -1.8250
26 H 0.7191 -3.1564 -0.8582
27 H -2.5654 0.4973 -1.9033
28 H -3.5897 1.1460 -0.6365
29 H -3.6463 -0.5559 -1.0251
30 O 1.8753 -0.1102 4.7996
31 H 1.0635 -0.1265 4.2760
32 H 2.1051 -1.0396 4.9194
33 O -2.0791 4.9038 1.7330
34 H -1.1571 4.5971 1.6229
35 H -2.2827 4.7026 2.6520
36 O -1.5182 4.2634 -1.4897
37 H -1.7850 3.9992 -0.5959
38 H -2.2184 3.9151 -2.0653
39 O -4.3990 -2.9114 -0.7824
40 H -4.9016 -2.1106 -0.5998
41 H -3.4481 -2.6182 -0.7537
42 O -1.3673 -4.9279 -0.2274
43 H -1.4050 -3.9872 -0.5252
44 H -1.9013 -4.9410 0.5718
45 O 1.1391 -5.7740 -1.9462
46 H 0.3904 -5.5024 -1.3829
47 H 1.0499 -6.7294 -2.0099
48 O 3.7476 -2.1980 2.5595
49 H 3.8578 -3.1480 2.6768
50 H 4.0745 -2.0223 1.6570
51 O 5.0521 -1.6448 -0.0844
52 H 4.4063 -1.5087 -0.7936
53 H 5.7086 -2.2449 -0.4628
54 O 4.0586 0.6622 3.2805
55 H 3.8787 -0.2560 3.0206
56 H 4.9629 0.8316 2.9893
57 O 0.4923 4.3151 2.7070
58 H 1.1127 4.9608 3.0665
59 H 0.9006 3.4553 2.9013
60 O 3.4061 3.3010 1.5199
61 H 3.9022 2.7770 0.8542
62 H 2.6403 3.6448 1.0334
63 O -3.0026 2.7732 -3.7495
64 H -3.8933 2.5137 -4.0127
65 H -2.4387 2.5117 -4.4882
66 O 1.7954 -3.7070 -3.9239
67 H 1.5254 -2.8456 -3.5885
68 H 1.5161 -4.3458 -3.2436
69 O -4.6934 2.7175 1.7014
70 H -5.1939 2.5439 2.5075
71 H -3.8201 3.0059 2.0039
72 O -6.4008 -1.2688 1.0927
73 H -5.7903 -1.2295 1.8395
74 H -6.4480 -0.3601 0.7676
75 O -0.8854 -2.1603 -3.6366
76 H -0.4543 -1.3109 -3.8051
77 H -1.0469 -2.1411 -2.6565
78 O 1.4691 4.3233 -0.8017
79 H 1.8089 4.0834 -1.6698
80 H 0.5598 3.9786 -0.7944
81 O 2.9181 1.1032 -2.4930
82 H 3.0527 0.1489 -2.6169
83 H 3.1575 1.4982 -3.3467
84 O 0.1713 0.4714 -3.0549
85 H -0.2226 0.2401 -2.1745
86 H 1.0311 0.8551 -2.8284
87 O 4.7288 1.5115 -0.3079
88 H 5.0800 0.6622 -0.0021
89 H 4.2112 1.2991 -1.1119

Charges obtained by Mulliken population analysis, quoted in units of e:
1. C -1.3323
2. C 1.2991
3. C -0.5786
4. C -0.2179
5. C -0.3304
6. C 1.7379
7. N 1.5420
8. O -0.5403
9. C -1.4315
10. C -0.3919
11. C -1.4219
12. H 0.2292
13. H 0.1808
14. H 0.4163
15. H 0.0354
16. H 0.5358
17. H -0.1364
18. H -0.1147
19. H 0.3228
20. H -0.2237
21. H 0.0002
22. H 0.0771
23. H 0.4443
24. H 0.1586
25. H -0.3441
26. H -0.1467
27. H 0.2594
28. H 0.3275
29. H -0.1436
30. O -0.6296
31. H 0.3103
32. H 0.2884
33. O -0.6318
34. H 0.3577
35. H 0.3028
36. O -0.6682
37. H 0.2504
38. H 0.3342
39. O -0.6961
40. H 0.3223
41. H 0.3094
42. O -0.7444
43. H 0.3084
44. H 0.2868
45. O -0.6741
46. H 0.3308
47. H 0.2620
48. O -0.6877
49. H 0.2933
50. H 0.2844
51. O -0.6473
52. H 0.2815
53. H 0.2935
54. O -0.5309
55. H 0.3480
56. H 0.2446
57. O -0.6219
58. H 0.2753
59. H 0.3017
60. O -0.6235
61. H 0.3722
62. H 0.2945
63. O -0.5907
64. H 0.2869
65. H 0.2925
66. O -0.6799
67. H 0.3335
68. H 0.3876
69. O -0.5972
70. H 0.2923
71. H 0.2390
72. O -0.6424
73. H 0.3006
74. H 0.3163
75. O -0.7391
76. H 0.4024
77. H 0.2695
78. O -0.6344
79. H 0.2871
80. H 0.3136
81. O -0.7594
82. H 0.3053
83. H 0.2658
84. O -0.8332
85. H 0.0084
86. H 0.4682
87. O -0.6476
88. H 0.3122
89. H 0.3332

***

[5]
A gas-phase ion, C9H5FNO2 (charge -1) in a non-equilibrium geometry, computed with ωB97M-V/def2-TZVPD.

Calculated values
Total charge: -1
Energy in eV: -17715.81997
Largest force on an atom in eV Å⁻¹: 4.37
E_LUMO in eV: 2.68
E_HOMO in eV: -4.9
Energy relative to the best compared isomer or geometry (same formula, charge and spin) in kJ/mol: 183.11
Frontier orbital gap in eV: 7.63

Positions of all 18 atoms, in Å:
1 N -2.8605 -2.0285 1.0390
2 C -2.2887 -1.1977 0.4858
3 C -1.6323 -0.2306 -0.2032
4 C -2.3953 1.2296 -0.0828
5 O -3.0718 1.6021 -1.0195
6 O -2.1323 1.5671 1.0883
7 C -0.2853 -0.2918 -0.5357
8 C 0.3447 1.0145 -0.8532
9 C 1.5710 1.2916 -0.3123
10 C 2.2587 0.3527 0.5290
11 C 1.7845 -0.8974 0.6192
12 C 0.5781 -1.4123 -0.1805
13 F 1.2534 -1.9748 -1.3670
14 H -0.4493 1.5674 -1.2813
15 H 1.9628 2.3614 -0.5908
16 H 3.2312 0.7783 0.9810
17 H 2.2312 -1.5846 1.2848
18 H -0.1001 -2.1469 0.3990

Charges obtained by Mulliken population analysis, quoted in units of e:
1. N -0.5755
2. C -0.0010
3. C 0.3265
4. C 0.3107
5. O -0.6702
6. O -0.6551
7. C 0.4797
8. C -0.8562
9. C -0.2329
10. C -0.2418
11. C -0.7457
12. C 0.5352
13. F -0.3620
14. H 0.5264
15. H 0.2218
16. H 0.2341
17. H 0.4174
18. H 0.2888

***

[6]
A molecular structure, C9H5N2O5S4Tc, computed with ωB97M-V/def2-TZVPD.

Calculated values
Total charge: +1
Multiplicity: 2
Energy in eV: -68165.43288
Largest force on an atom in eV Å⁻¹: 0.81
E_LUMO (alpha / beta) in eV: -6.20 / -5.43
E_HOMO (alpha / beta) in eV: -12.7 / -12.3
Energy relative to the best compared isomer or geometry (same formula, charge and spin) in kJ/mol: 23.33
Frontier orbital gap (alpha / beta) in eV: 6.53 / 6.92

Positions of all 26 atoms, in Å:
1 Tc -0.0757 -0.9601 -1.0380
2 O 0.9582 -7.3198 -0.8992
3 C 0.6854 -6.1773 -0.7714
4 S 1.7084 -4.9983 0.1052
5 C 0.6586 -3.6433 -0.1287
6 C -0.5188 -3.8494 -0.8330
7 S -1.6595 -2.6037 -1.0753
8 S -0.8147 -5.4323 -1.4400
9 S 1.0112 -2.1159 0.4799
10 C -1.4207 0.5100 2.1975
11 C -0.6928 1.2632 1.1508
12 N -0.2089 0.7839 0.0179
13 C 0.4097 1.8185 -0.6663
14 C 0.2930 2.9537 0.0699
15 N -0.4146 2.5828 1.1950
16 C 0.8855 4.3194 -0.1156
17 O 0.0106 5.3286 -0.1873
18 O 2.0643 4.4817 -0.1277
19 C 1.0260 1.4845 -1.9779
20 O 1.5088 2.2655 -2.7315
21 O 0.9301 0.1475 -2.2115
22 H -1.4680 -0.5409 1.9225
23 H -2.4371 0.8874 2.3111
24 H -0.9116 0.5992 3.1579
25 H -0.6371 3.1879 1.9723
26 H -0.8902 5.0273 -0.3766

Charges obtained by Mulliken population analysis, quoted in units of e:
1. Tc 1.0823
2. O -0.4062
3. C 0.5560
4. S -0.0559
5. C 0.3056
6. C 0.3552
7. S -0.1561
8. S -0.0565
9. S -0.2185
10. C -1.2349
11. C 0.2358
12. N -0.2525
13. C 0.3070
14. C -0.0845
15. N 0.0370
16. C 0.5595
17. O -0.4321
18. O -0.4265
19. C 0.5506
20. O -0.4934
21. O -0.7825
22. H 0.2683
23. H 0.3621
24. H 0.3596
25. H 0.2454
26. H 0.3755